(1)
This record from OMol25 describes 6 unconnected molecules or ions with the total composition C30H77N5O10 in a non-equilibrium geometry. The level of theory is wB97M-V/def2-TZVPD.

orbital gap = 0.329 Ha
SMILES = COC[C@H](C)N.COCCNCCOC.COCCNCCOC.COCCNCCOC.COCCNCCOC.CCO
HOMO level = -0.31006 hartree
electronic energy = -2215.08600 a.u.
energy relative to the best compared isomer or geometry (same formula, charge and spin) = 37.6 kcal/mol

Each line ends with the Mulliken charge.
Cartesian coordinates (Å):
H: -3.4178 8.6470 1.7779  0.36
C: 4.3951 0.8710 -0.4470  -0.35
C: -2.5196 -7.0420 2.7040  -0.67
O: 3.5216 -1.2794 -0.3152  -0.17
H: -1.4108 -4.7351 1.1636  0.37
H: -0.2673 -1.8219 -2.4695  0.48
H: -1.8114 0.2794 -7.1743  0.32
C: 0.7770 3.2071 2.2760  0.89
H: 3.4755 1.1284 0.1048  0.01
H: -0.1611 4.5420 -2.1629  0.38
H: -6.0263 8.7827 3.4097  0.28
O: -1.0536 -5.1068 3.1256  -0.43
H: -0.5684 -7.0083 3.6624  0.30
H: 2.6877 1.7831 -3.1077  0.40
O: -0.6050 -10.2416 1.9263  -0.29
C: 3.3376 -2.1238 5.1117  -0.77
C: -1.6977 -4.3156 2.1375  -0.52
H: -5.0168 8.0340 1.5567  0.35
H: 0.2017 -12.0462 1.3691  0.30
C: -2.8234 5.4475 -0.5522  -0.94
H: -1.7279 -0.4397 -3.5257  -0.06
C: 3.3239 2.0945 -2.2745  0.01
O: 1.1973 2.1506 3.1569  -0.64
C: -3.4207 6.4994 1.5614  -0.25
H: -2.6148 3.3295 -5.4692  0.23
C: -0.3030 -11.2017 0.9009  -0.77
H: -2.7802 -4.2042 2.1458  0.32
H: -3.1251 2.9905 -7.1104  0.26
H: 5.0184 2.9787 -3.1773  0.33
H: 4.1375 6.4655 -2.8306  0.25
H: 3.3224 -3.0116 5.7405  0.28
C: 1.8969 4.1751 1.9750  -0.92
H: -2.7137 5.7630 -1.5922  0.32
H: 4.8563 3.3850 -1.5124  0.21
C: 4.6846 -0.5628 0.0558  -0.73
H: -3.1114 -6.8159 3.5903  0.28
H: 0.3898 -10.6449 0.2705  0.23
C: 4.2705 3.2768 -2.4327  -0.66
C: -2.6976 -0.6430 -3.9772  -1.13
H: 1.1376 5.7495 -1.7371  0.18
H: -1.3555 -8.9322 4.0129  0.21
C: -1.0674 -6.4897 2.8471  -0.27
H: 4.4167 -3.1211 -0.9924  0.31
H: -1.1533 -11.4885 0.2818  0.33
H: 5.2080 1.5674 -0.2450  0.41
C: 1.0653 -1.2550 2.3768  -0.77
O: 3.6615 4.5380 -2.6792  -0.21
H: 1.1506 -1.2213 -3.3720  0.28
H: 4.8530 -0.5268 1.1376  0.33
H: 2.5069 2.2911 -1.5527  -0.09
H: 2.5463 -0.2135 3.4837  0.42
H: 5.3019 5.6540 -1.9460  0.37
C: 4.6618 5.5048 -2.8296  -0.87
H: -2.1352 -8.7503 1.4895  0.29
C: -0.1378 -0.7145 0.4305  -0.66
H: -1.5511 4.4247 0.9352  0.20
H: 5.5822 -1.0182 -0.3738  0.46
N: 1.1419 -0.5147 1.1023  0.97
H: -0.5229 -6.6704 1.9122  0.30
O: -2.8775 1.3828 -5.9415  -0.32
H: -2.0893 -2.9621 -5.2637  0.24
H: -4.2706 5.8175 1.6189  0.21
H: -1.1997 -3.3476 2.1115  -0.09
C: -4.0594 7.7918 2.0431  -0.65
H: 0.4227 2.7525 1.3466  -0.59
H: -0.2913 -1.7803 0.2032  0.24
C: 0.0870 5.4756 -1.6595  -0.76
C: -1.6390 -10.6560 2.8208  -0.71
H: 3.1943 -1.7027 2.6898  -0.07
C: 0.7040 -1.3413 -2.3840  -0.64
H: 3.4844 0.0634 -1.9659  0.32
H: -1.4816 3.6859 -0.5847  0.09
H: -1.1723 0.0506 -1.3693  0.41
H: 3.4329 -1.2023 5.7000  0.29
H: -1.3061 -11.3661 3.5784  0.42
H: -0.1148 1.2192 -0.5647  -0.63
H: 1.8426 -0.9808 0.5262  -0.55
H: -4.4521 9.7117 3.5367  0.30
H: -2.6804 6.3111 2.3466  0.16
C: -1.5632 4.6784 -0.1264  0.18
N: -1.6869 -2.1165 -5.6495  -0.68
H: 0.8886 -2.2868 2.0409  0.42
H: -3.4264 0.1615 -3.9173  0.47
H: -1.4078 2.7605 -6.7012  0.37
C: 2.3385 -1.2524 3.2052  -0.03
C: -2.4694 -0.9013 -5.4802  0.32
H: -0.9573 0.7445 -5.6117  0.29
N: 4.0248 0.9120 -1.8577  -0.44
H: 5.3097 5.3571 -3.6965  0.32
H: 4.2937 -2.1288 4.5673  0.28
O: -4.3231 7.7126 3.4233  -0.32
H: -3.0232 -9.5486 4.0637  0.36
C: -1.8748 0.3770 -6.0797  -0.49
H: -3.7270 4.8445 -0.4702  0.43
H: -1.9110 6.9263 0.2222  0.37
H: -0.0713 3.6975 2.7526  0.25
H: 0.2850 -0.9100 3.0554  0.31
H: -3.4465 -1.0483 -5.9558  0.28
H: -3.1010 -1.5393 -3.5010  0.42
C: -0.2383 0.1601 -0.8073  0.18
C: -2.4268 2.6825 -6.3272  -0.76
H: 4.0843 -2.8519 0.7271  0.37
N: -2.6032 -8.4401 2.3251  -0.35
O: 0.7800 -0.0085 -1.8164  -0.13
C: 3.6917 -2.7106 -0.2866  -1.01
N: -2.9083 6.7202 0.2202  -0.38
O: -0.4272 5.5106 -0.3315  -0.37
H: 2.4801 4.4147 2.8741  0.40
H: -1.7203 -2.3270 -6.6470  0.26
H: -5.1208 8.8504 4.9698  0.23
C: -5.0458 8.8631 3.8873  -0.68
H: -0.4112 6.3137 -2.1697  0.29
O: 2.1829 -2.1316 4.3212  -0.35
H: -2.9592 -6.4811 1.8761  0.36
C: -2.1764 -9.3296 3.4083  -0.38
H: -2.5019 -11.0989 2.3103  0.36
H: 1.5007 5.1961 1.9182  0.30
H: 2.7031 -3.1313 -0.4518  0.24
H: -0.9590 -0.4358 1.0954  0.64
H: 1.4397 -1.8730 -1.7763  -0.22
H: 1.4407 1.4347 2.5629  0.09
H: 2.5794 3.9106 1.1729  0.05


(2)
This record from OMol25 describes 6 unconnected molecules or ions with the total composition C30H77N5O11 in a non-equilibrium geometry. The level of theory is wB97M-V/def2-TZVPD.

orbital gap = 0.319 Ha
SMILES = COCCNCCOC.COCCNCCOC.COCCNCCOC.COCCNCCOC.COCCNCCOC.O
HOMO level = -0.30933 hartree
electronic energy = -2290.18100 a.u.
energy relative to the best compared isomer or geometry (same formula, charge and spin) = 137.0 kcal/mol

Each line ends with the Mulliken charge.
Cartesian coordinates (Å):
C: -3.2140 -8.1584 -1.5970  -0.56
H: 4.1103 -3.5730 1.7727  0.23
H: 4.2721 -4.9723 -5.8532  0.31
C: 4.7727 9.9470 5.9741  -0.81
H: 2.0646 -4.7672 2.2885  0.38
H: -7.5249 7.0106 -2.1725  0.36
H: -4.1016 -10.2655 2.3611  0.24
C: 1.5720 5.9816 4.9305  -0.50
C: -3.9746 -9.3778 -0.8926  -0.63
O: -0.2696 4.3640 5.1961  -0.36
C: 0.2769 -3.9492 5.6165  -0.73
H: -2.7904 3.8111 -2.4462  0.30
H: 2.8702 -5.4093 -4.8422  0.38
H: 6.0735 -1.1050 -0.6831  0.23
H: 2.0320 -2.4725 4.1883  0.26
H: 4.6707 -7.2790 -4.3154  0.31
C: -4.2809 -4.9405 -3.0159  -0.69
H: -4.1512 -3.2557 -1.3441  0.33
O: 4.7435 -5.3412 -3.8938  -0.26
O: -5.9121 6.5015 -0.0913  -0.32
H: -3.6037 5.2467 -2.3804  0.15
H: -2.6071 -8.6812 -2.3362  0.25
H: 3.1467 -1.1453 2.9322  0.47
H: 4.6401 7.2664 5.4854  0.36
H: 3.4178 -3.1300 -3.7515  0.30
O: 1.3325 -4.2805 4.8248  -0.34
C: -5.8454 6.5143 1.3148  -0.79
H: 4.7176 -0.8594 -6.2658  0.29
H: 0.5381 -0.2324 -0.5026  0.31
H: -5.8758 -2.8628 -1.2560  0.23
H: -7.3222 5.4926 -3.8721  0.39
C: 3.9997 -0.5577 -5.5030  -0.17
C: -6.4938 7.3642 -2.1635  -0.76
H: -2.5766 -7.7032 -0.8390  0.36
C: 3.9047 -1.8442 2.5786  -0.76
C: 2.6371 -1.3609 -5.6265  -0.74
H: 2.1610 -0.9526 -6.5179  0.39
H: 3.2079 -4.3658 3.4514  0.40
H: 7.3697 -1.9393 -0.0969  0.31
H: -6.2728 3.4979 -4.4750  0.36
H: 1.6442 5.0330 6.6756  0.28
C: -3.8430 -10.4623 1.3206  -0.74
O: 0.0323 -0.8889 -0.0237  -0.64
H: 5.9968 -6.4577 -5.0952  0.31
H: -5.0585 8.2449 -0.6361  0.31
C: -5.1501 -3.6755 -1.2251  -0.68
H: 3.0874 -3.0845 -6.6641  0.28
H: -6.7317 8.3244 -0.1981  0.47
H: -0.0203 -4.7991 6.2309  0.26
C: 2.4469 -3.8993 2.8258  -0.84
H: -5.2163 6.0131 -1.8892  0.41
H: -4.6106 -11.0833 0.8588  0.32
O: -4.6466 3.6964 -3.3736  -0.32
H: -2.9119 -11.0039 1.1535  0.30
H: -3.5179 -10.3562 -1.0420  0.45
C: 2.9345 6.7095 6.7848  -0.61
H: 0.5646 -3.1929 6.3467  0.28
H: 4.4388 -2.0548 3.5052  0.41
C: 3.8313 -4.8954 -4.8592  -0.72
O: 4.0121 8.9255 6.6575  -0.35
C: -3.3026 -6.1013 -2.5181  -0.58
H: 0.6916 -1.4693 0.3568  0.33
H: 4.3771 -0.7266 -4.4945  0.22
H: -4.7482 -7.0357 -1.5067  0.26
H: -6.8669 4.5232 -2.4776  0.24
C: 3.7699 7.7400 5.9399  -0.47
O: -3.6942 -9.2255 0.5193  -0.35
H: 6.2606 -6.9413 -3.5306  0.27
H: 4.9216 10.7207 6.7273  0.29
H: 5.0352 -0.0035 1.9274  0.40
H: -3.6199 -4.0897 -3.1815  0.48
H: 4.7764 -3.0543 -4.9422  0.23
H: -6.8361 6.7256 1.7173  0.27
H: -2.4785 -6.3292 -3.1941  0.46
H: 3.4935 6.3361 7.6428  0.36
C: 6.6592 -1.1814 0.2330  -0.77
H: 5.1501 1.5313 -4.0858  0.29
H: 1.2548 4.0392 3.8347  0.36
H: -2.2907 3.6728 5.0374  0.23
C: -5.6657 4.3078 -4.0705  -0.73
H: -2.8267 4.8802 -3.8932  0.29
H: 5.8398 1.3002 -5.6481  0.31
N: 3.2908 -3.0192 1.9771  -0.30
H: -5.0270 -9.5155 -1.1406  0.33
N: 2.8492 -2.7596 -5.7379  -0.27
C: 3.7422 -3.3516 -4.7682  -0.37
H: -2.6427 -5.8348 -1.6925  0.37
C: -6.4795 5.1826 -3.2542  -0.38
H: 2.1950 7.2867 7.3398  0.37
H: 4.1275 -0.7719 0.6941  0.31
H: -5.0949 7.2349 1.6398  0.32
C: -3.4111 4.4385 -3.0860  -0.59
H: -4.6792 -5.2432 -3.9843  0.33
C: -6.0118 7.7315 -0.7622  -0.56
H: 7.0864 -0.1800 0.2872  0.33
C: 4.7402 -0.9897 1.5688  -0.64
H: -6.3935 8.2150 -2.8374  0.32
H: 2.3347 6.3905 4.2678  0.28
H: 1.9521 -1.1978 -4.7945  0.26
C: -1.3009 3.5000 4.6149  -0.71
O: -5.3766 -4.6014 -2.2542  -0.39
H: -5.5326 5.5089 1.5966  0.25
H: 0.5567 -3.0895 3.3291  0.34
H: -1.1613 3.4737 3.5342  0.33
N: -4.0881 -7.2704 -2.2341  -0.34
H: 5.7394 9.7273 5.5209  0.31
N: -5.6995 6.3029 -2.7274  -0.39
H: -5.2669 4.6604 -5.0216  0.39
C: 5.4581 -6.5432 -4.1515  -0.77
H: 0.8443 6.6845 5.3363  0.35
N: 2.2583 5.5800 6.0892  -0.42
C: 4.9126 1.5808 -5.1484  -0.72
H: 0.1262 5.3415 3.4340  0.39
H: 3.2717 8.1111 5.0443  0.31
H: 4.6571 2.6036 -5.4254  0.27
C: 0.6958 4.8818 4.2417  -0.56
H: 4.2712 10.5697 5.2333  0.33
H: -0.6076 -3.7183 5.0228  0.32
O: 5.9174 -1.6770 1.2798  -0.28
H: -1.1401 2.4640 4.9131  0.26
O: 3.7192 0.7782 -5.4572  -0.37
C: 1.5071 -3.3445 3.7980  -0.25
H: -5.2367 -4.0691 -0.2124  0.25


(3)
This record from OMol25 describes 12 unconnected molecules or ions with the total composition C30H78Br12O24P6 in a non-equilibrium geometry. The level of theory is wB97M-V/def2-TZVPD.

orbital gap (alpha / beta) = 0.052 / 0.283 Ha
HOMO level (alpha / beta) = -0.00318 / -0.23399 hartree
electronic energy = -35932.35455 a.u.
charge = -1
spin multiplicity = 2

Each line ends with the Löwdin spin population.
Cartesian coordinates (Å):
H: 5.8566 4.0206 -6.9180  0.00
H: 3.0957 -1.0725 3.0135  0.00
O: 0.0068 -3.5496 3.0965  0.00
H: 2.9703 -0.6084 -3.4214  0.00
P: -1.1460 -4.4199 3.0688  0.00
H: 4.2769 7.2954 -3.6680  0.00
H: -3.1564 -1.7963 8.4388  0.00
H: 0.8412 7.8274 -0.2572  0.00
H: -1.1262 2.6277 -0.1332  0.00
H: -7.9451 -0.5978 2.9484  0.00
H: 2.0028 -7.0689 -1.4974  0.00
H: 3.6733 8.8803 -3.7607  0.00
C: 6.1076 -2.1036 -4.6275  0.08
Br: 6.3829 -2.9865 -6.4196  0.13
H: 4.0216 -0.6360 -2.0037  0.01
P: 3.5832 6.3970 -1.1900  0.00
H: -0.0719 1.1073 -5.1275  0.00
C: -0.6297 1.6615 -0.2234  0.00
Br: -3.2757 2.2107 1.8415  0.00
H: -3.7434 -4.7744 0.9503  0.00
C: 2.7009 -6.3392 -1.0870  0.01
C: 4.4199 -2.0017 1.5100  0.01
H: 6.7131 -1.2057 -4.7509  0.02
O: -2.5829 1.8088 6.7854  0.00
H: -2.5898 -0.6302 1.4644  0.00
H: 7.6368 -3.3339 -3.7155  0.02
H: 0.0848 -3.8655 -7.1931  0.00
H: 0.2800 -1.5718 -6.3385  0.00
C: -5.2640 2.7123 -6.3487  0.00
C: 1.0076 6.9124 -0.8257  0.00
O: -0.6575 0.5511 5.6828  0.00
H: -4.1752 -4.1669 2.6108  0.00
H: -0.4661 -1.2935 9.2423  0.00
O: -6.4799 -1.0026 1.6080  0.00
H: 5.8542 4.2169 -3.8281  0.00
H: -1.6589 3.0059 3.5791  0.00
H: 1.3644 -4.7633 -0.2168  0.00
O: -0.8856 0.4559 8.2498  0.00
Br: -1.9893 -3.2415 -6.1019  0.00
H: -7.7659 0.5745 1.7405  0.00
H: -3.4037 -5.7855 2.2378  0.00
H: 1.3700 -2.4629 0.0236  0.00
H: 0.3495 -2.0131 -4.6624  0.00
O: -2.2928 -3.9339 2.0330  0.00
H: -3.1617 -1.7731 0.1925  0.00
C: 4.1879 8.2062 -3.0759  0.00
O: -0.8736 -5.9446 2.6829  0.00
H: -6.2804 1.0429 4.9134  0.00
H: 1.0082 -6.8010 2.8283  0.00
C: -3.4621 -4.7229 2.0021  0.00
O: 1.7995 -0.5226 -0.1917  0.00
H: -1.8279 -0.5001 4.2721  0.00
P: -1.7244 0.6074 6.8936  0.00
H: 0.1185 -4.5578 -5.6343  0.00
Br: 1.4266 -4.3937 -2.6531  0.01
C: -2.9481 1.0416 -3.3380  0.00
Br: 6.7298 6.1525 -5.7504  0.00
O: 2.6519 0.9568 -2.1158  0.01
Br: 4.5822 0.8049 2.0632  0.03
O: -3.0015 0.8107 -4.7296  0.00
H: -5.1968 1.8155 -6.9646  0.00
C: 5.9641 3.5906 -4.7134  0.01
H: -4.1285 -0.3616 0.5747  0.00
O: -4.0908 -1.8486 2.0332  0.00
C: 0.1165 -6.6684 3.4410  0.00
H: -1.2482 0.9871 3.7277  0.00
C: -0.0308 -0.5968 8.5259  0.00
C: 2.1951 -4.8899 -0.9110  0.00
C: -0.3052 2.1191 -4.7957  0.00
H: 5.0747 -1.7603 -4.5692  0.01
H: 0.4774 -6.3596 4.4221  0.00
H: -6.0211 2.5679 -5.5779  0.00
H: -0.2780 -7.6803 3.5333  0.00
H: 0.1786 6.2668 -0.5359  0.00
O: -2.6060 1.3364 -7.2167  0.00
Br: 5.6041 -4.6995 -3.3269  0.24
H: -0.1260 -0.4238 3.9829  0.00
H: 0.9681 -1.4542 1.4545  0.00
C: -3.6723 3.6192 4.3634  0.00
H: -3.4483 -3.6888 5.2157  0.00
O: -1.4081 2.7630 -5.3371  0.00
H: -4.0321 -0.3180 7.9600  0.00
H: -0.6194 1.2165 0.7716  0.00
P: 1.2690 0.3618 -1.4268  0.00
O: -5.9409 -2.5207 3.6897  0.00
C: -0.0761 -3.6145 -6.1447  0.00
H: 6.7866 -2.4296 -2.5599  0.05
H: 4.1894 0.5834 -3.3287  0.01
H: 3.7237 3.2336 -2.8790  0.00
H: 2.0386 3.7893 -2.3452  0.00
C: 6.6403 -2.9426 -3.5104  0.19
H: -4.1685 -1.7485 6.9167  0.00
H: 5.4909 -2.1302 1.3529  0.01
C: -2.5910 3.4573 3.2391  0.00
H: -0.0642 -1.6054 0.0918  0.00
C: -2.3676 -3.5741 5.1316  0.00
C: 3.4995 0.0174 -2.7027  0.02
H: -3.9265 0.8852 -2.8836  0.00
H: 3.9729 -1.8061 0.5353  0.00
O: 0.6921 1.7059 -0.6937  0.00
C: 4.1333 -1.0508 2.6802  0.00
C: 0.9857 -1.5019 0.3657  0.00
O: 0.3623 -0.3285 -2.3606  0.00
O: -5.1411 -0.0404 3.6345  0.00
H: 0.9424 -0.2154 8.8351  0.00
H: -6.0557 -0.6558 5.4456  0.00
H: 0.6226 2.6019 -5.1024  0.00
Br: 2.5252 -2.9265 -5.8269  0.02
O: 2.1601 6.3322 -0.3469  0.00
H: -1.9499 -3.6750 6.1333  0.00
H: -2.1621 0.4163 -2.9147  0.00
H: 3.6215 -6.3080 -1.6697  0.01
H: 4.6341 4.6876 -6.0996  0.00
O: -1.8354 -4.6257 4.4342  0.00
H: 4.7850 -1.2325 3.5348  0.00
H: -8.6121 -0.9354 1.4085  0.00
C: 3.1190 3.9221 -2.2889  0.00
Br: -5.2880 4.6131 3.6568  0.00
C: 5.6887 4.4653 -5.9371  0.01
O: -2.4809 -0.8245 6.7517  0.00
P: -5.4509 -1.4170 2.8278  0.00
H: -4.0324 2.6309 4.6489  0.00
P: -2.7358 1.9091 -5.8763  0.00
H: -4.7970 0.5246 5.6296  0.00
H: -2.3760 4.4507 2.8454  0.00
O: 4.8405 6.1746 -0.4062  0.00
C: 0.5997 -2.3654 -5.6631  0.00
H: 2.9810 -4.1842 -0.6419  0.00
H: 0.9911 6.9628 -1.9144  0.00
C: -3.4552 -1.1048 1.0019  0.00
H: -3.2764 4.1574 5.2247  0.00
H: 5.2034 8.5720 -2.9241  0.00
H: -1.3688 1.1289 -0.8217  0.00
H: 3.2661 3.6883 -1.2344  0.00
H: 5.3214 2.7107 -4.6853  0.00
C: -5.5906 0.2001 4.9565  0.00
O: -4.0046 2.9267 -5.7312  0.00
H: -2.2870 -2.5840 4.6829  0.00
Br: 3.8700 -3.8689 2.0611  0.02
C: -7.7304 -0.5054 1.8837  0.00
Br: 3.2873 -7.0413 0.6645  0.01
C: -3.5122 -1.2041 7.5957  0.00
H: -2.6717 2.0876 -3.2059  0.00
C: -0.9630 0.1557 4.3723  0.00
Br: 7.8353 2.9838 -4.9193  0.04
O: 3.3473 5.3566 -2.4492  0.00
H: -5.5736 3.5696 -6.9464  0.00
H: 0.1281 -1.1665 7.6103  0.00
O: 3.4486 7.8469 -1.9148  0.00
H: -0.4033 2.0444 -3.7127  0.00